Computed, not measured: a structure of composition C18H39Al2Br3Cl2FI2KNNaO2PS in a non-equilibrium geometry, with ωB97M-V/def2-TZVPD.

Geometry as XYZ:
```
74
Properties=species:S:1:pos:R:3:forces:R:3
C 1.390 -6.650 -1.032 -0.94 -1.01 -0.26
C -0.080 -6.176 -1.412 1.16 2.09 0.40
I -1.493 -7.755 -1.826 0.78 0.83 0.13
C -0.481 -4.849 -1.488 0.44 -2.26 -0.26
I 1.110 -3.356 -1.103 -0.53 -0.51 -0.39
Al -2.353 -4.151 -1.936 -0.64 -0.89 0.65
Br -2.591 -3.914 -4.330 -1.53 -1.74 0.88
C -3.886 -5.194 -1.114 -1.25 -0.14 -0.58
C -5.225 -4.325 -0.991 1.17 -0.89 0.91
O -6.357 -5.234 -1.123 0.15 0.68 0.05
C -5.289 -3.641 0.445 0.05 -0.73 -1.21
N -6.148 -2.417 0.375 0.40 -0.49 0.71
P -2.480 -1.979 -0.987 0.20 0.25 -0.03
S -1.793 -1.943 0.868 0.04 -0.17 0.50
H 1.828 -6.052 -0.189 -0.47 -0.35 -1.02
H 2.046 -6.646 -1.957 -0.70 0.26 1.12
H 1.354 -7.726 -0.688 -0.03 1.17 -0.38
H -4.161 -6.028 -1.838 0.41 0.95 0.79
H -3.647 -5.708 -0.138 -0.27 0.61 -0.85
H -5.287 -3.562 -1.832 0.02 -0.74 0.99
H -7.004 -5.042 -0.427 0.27 -0.24 -0.25
H -4.246 -3.432 0.814 -1.11 0.30 -0.28
H -5.746 -4.385 1.180 0.60 0.93 -0.94
H -7.113 -2.771 0.301 1.65 0.90 -1.50
H -5.960 -1.899 -0.494 -0.27 -0.16 0.42
H -3.852 -1.560 -0.933 0.58 0.20 -0.60
H -1.765 -1.041 -1.795 -0.71 0.02 0.11
C 2.908 1.348 1.054 -0.07 -0.01 0.36
C 4.164 1.529 0.226 0.24 0.27 -0.41
C 4.870 0.199 0.434 -0.39 -0.13 0.79
O 3.855 -0.785 0.628 0.38 0.15 -0.30
C 2.593 -0.120 0.831 -0.43 -0.04 -0.16
H 2.091 2.006 0.761 0.06 -0.05 -0.01
H 3.130 1.527 2.110 -0.04 0.03 -0.07
H 3.898 1.653 -0.830 -0.01 0.06 0.02
H 4.770 2.385 0.526 -0.04 -0.02 -0.02
H 5.497 0.218 1.332 0.16 0.06 -0.09
H 5.490 -0.083 -0.416 -2.00 0.52 2.83
H 1.988 -0.264 -0.070 -0.07 0.01 0.07
H 2.072 -0.572 1.675 0.12 -0.10 -0.08
Na -0.235 -3.679 -4.005 1.79 0.23 0.02
Al -8.544 -3.360 1.001 -1.35 -0.51 1.06
Cl -5.407 -2.214 5.844 -0.05 -0.03 -0.01
C -4.011 -3.126 5.219 0.10 -0.08 -0.01
C -4.213 -3.566 3.786 0.35 0.29 -0.02
Cl -5.483 -4.813 3.640 -0.22 -0.14 0.19
H -3.839 -3.977 5.879 -0.10 0.05 -0.07
H -3.146 -2.465 5.282 -0.07 -0.02 -0.12
H -3.293 -4.005 3.399 -0.06 0.00 0.04
H -4.486 -2.728 3.145 -0.03 -0.06 0.09
C 4.250 5.079 -1.965 0.19 0.04 -0.11
C 4.807 5.721 -0.701 -0.08 -0.13 0.11
C 3.746 5.939 0.379 0.09 0.12 0.03
C 2.609 6.889 -0.006 -0.05 -0.13 -0.15
C 3.047 8.294 -0.423 -0.14 0.03 0.35
C 3.755 9.062 0.684 1.13 -0.18 -0.89
H 3.502 5.711 -2.444 0.00 -0.08 0.02
H 5.053 4.911 -2.689 -0.07 -0.02 -0.05
H 3.791 4.111 -1.738 -0.09 0.04 -0.01
H 5.298 6.664 -0.954 -0.04 -0.01 0.04
H 5.588 5.069 -0.293 0.05 0.06 0.01
H 4.238 6.307 1.284 -0.04 0.00 -0.01
H 3.309 4.969 0.646 0.01 -0.02 0.00
H 1.926 6.968 0.843 0.03 0.06 -0.05
H 2.025 6.448 -0.821 0.02 -0.02 0.02
H 2.159 8.858 -0.723 0.03 -0.05 0.00
H 3.693 8.246 -1.307 0.03 -0.01 -0.02
H 3.083 9.174 1.619 1.59 -0.25 -1.07
H 4.014 10.066 0.340 -0.11 0.04 0.20
H 4.684 8.566 0.987 -0.03 -0.01 0.14
Br 1.511 9.371 2.261 -2.51 0.37 1.43
Br -2.828 -1.260 -5.356 -1.30 0.91 -0.66
F -5.164 -2.458 -5.627 1.53 0.55 0.39
K 6.462 -0.377 -1.798 2.00 -0.65 -2.93
```
Forces are in eV/Å.

As for the spin multiplicity: 1. Its energy above the lowest of the compared OMol25 structures with the same formula, charge and spin is 208.50 kJ/mol. As for the total charge: +1. The LUMO energy is -5.9 eV. Its HOMO-LUMO gap is 1.0050 eV.

---

Computed, not measured: a structure of composition C18H39As2N2RuSi in a non-equilibrium geometry, with ωB97M-V/def2-TZVPD.

Geometry as XYZ:
```
63
Properties=species:S:1:pos:R:3:forces:R:3
Ru 0.142 -1.121 -0.022 0.00 1.58 -1.40
N 1.882 -1.343 -1.516 0.02 -0.67 0.31
C 3.250 -0.812 -1.170 -0.02 0.00 -0.24
C 3.868 -1.502 0.032 -0.06 0.14 0.00
C 2.845 -1.623 1.158 0.12 -0.07 0.07
C 2.077 -2.935 1.047 0.01 -0.13 0.18
N 0.619 -2.693 1.175 0.21 -0.15 0.44
H 1.976 -2.330 -1.743 0.10 0.05 -0.24
H 1.594 -0.901 -2.385 -0.07 0.00 0.02
H 3.143 0.252 -0.960 -0.09 0.02 0.00
H 3.898 -0.912 -2.041 -0.01 0.02 -0.02
H 4.736 -0.926 0.353 -0.02 0.06 -0.06
H 4.247 -2.489 -0.245 -0.01 -0.01 0.07
H 2.141 -0.772 1.086 0.06 0.07 0.09
H 3.300 -1.516 2.142 0.03 -0.07 -0.02
H 2.427 -3.658 1.785 -0.11 -0.04 0.04
H 2.224 -3.389 0.070 0.04 -0.05 0.01
H 0.400 -2.477 2.145 -0.09 -0.08 0.02
H 0.127 -3.549 0.941 -0.09 0.00 0.13
C -1.688 2.250 1.602 0.23 -0.01 0.19
As -1.526 0.591 0.643 -0.22 -0.78 0.32
C -1.585 1.220 -1.213 0.24 0.14 0.01
C -3.252 -0.232 0.761 -0.16 0.11 0.09
C -4.327 0.295 1.464 -0.10 0.00 -0.08
C -5.575 -0.309 1.359 0.04 -0.03 0.01
C -5.746 -1.425 0.551 0.03 0.03 -0.01
C -4.661 -1.967 -0.125 -0.01 0.03 0.05
C -3.406 -1.379 -0.001 -0.20 -0.20 -0.13
As -1.845 -2.240 -0.764 -0.02 0.23 0.59
C -2.044 -3.985 0.040 0.19 -0.19 -0.16
C -2.305 -2.533 -2.606 0.17 -0.02 -0.16
H -2.594 2.735 1.242 -0.01 0.04 0.02
H -0.820 2.865 1.374 -0.02 0.02 0.00
H -1.743 2.083 2.675 -0.04 -0.01 0.01
H -2.627 1.281 -1.519 -0.01 -0.04 -0.02
H -1.056 0.553 -1.901 0.00 0.00 -0.03
H -1.120 2.203 -1.267 0.01 0.00 -0.02
H -4.211 1.169 2.091 0.00 0.03 -0.04
H -6.416 0.098 1.905 0.00 -0.01 0.00
H -6.722 -1.883 0.456 0.01 0.00 0.01
H -4.807 -2.855 -0.729 -0.01 0.00 0.00
H -3.049 -4.347 -0.160 0.00 -0.03 0.01
H -1.908 -3.911 1.118 -0.12 -0.01 0.03
H -1.328 -4.690 -0.384 -0.03 -0.05 0.01
H -3.267 -3.041 -2.631 -0.02 0.01 -0.06
H -1.553 -3.158 -3.084 -0.01 -0.02 -0.01
H -2.376 -1.585 -3.133 -0.04 0.01 0.01
C 1.248 4.874 0.572 -0.16 0.08 0.09
Si 2.363 3.483 0.048 -0.12 -0.02 -0.06
C 3.903 3.482 1.079 0.15 -0.07 0.13
C 2.755 3.618 -1.761 0.00 -0.04 -0.19
C 1.473 1.836 0.289 0.35 0.04 -0.04
H 1.799 5.815 0.491 -0.03 -0.01 0.00
H 0.928 4.777 1.613 0.00 0.03 -0.02
H 0.361 4.961 -0.059 0.01 0.00 0.03
H 4.361 4.473 1.030 0.02 -0.04 0.02
H 4.640 2.760 0.720 -0.01 0.02 0.03
H 3.696 3.268 2.131 0.02 0.02 -0.02
H 3.203 4.591 -1.979 0.00 -0.03 -0.01
H 1.853 3.535 -2.375 0.04 0.01 0.00
H 3.464 2.854 -2.088 -0.02 0.03 -0.01
H 1.169 1.242 -0.576 -0.07 0.04 0.04
H 1.446 1.325 1.249 -0.10 0.01 0.00
```
Forces are in eV/Å.

As for the spin multiplicity: 2. Its energy above the lowest of the compared OMol25 structures with the same formula, charge and spin is 193.85 kJ/mol. As for the total charge: +2. The LUMO energy (spin up / spin down) is -6.6 / -6.6 eV. Its HOMO-LUMO gap (spin up / spin down) is 7.6791 / 8.0404 eV.

---

Computed, not measured: a structure of composition C18H39In2N2O3 in a non-equilibrium geometry, with ωB97M-V/def2-TZVPD.

Geometry as XYZ:
```
64
Properties=species:S:1:pos:R:3:forces:R:3
In 0.974 14.922 16.940 -0.21 0.82 -0.03
In 2.608 18.166 14.894 -0.09 0.14 -0.45
O 1.019 17.167 16.167 2.44 1.05 1.75
H 1.546 17.754 16.855 -2.14 -1.77 -0.98
C -1.166 12.649 7.710 1.87 0.48 -2.33
C -0.464 13.194 6.448 -3.57 1.91 0.61
C -1.533 13.750 5.371 1.80 -0.44 2.59
C -2.646 15.272 5.864 1.85 -3.22 -2.70
C -2.247 16.735 5.700 -1.48 -1.28 -1.25
C -2.108 17.594 6.818 0.88 4.67 2.90
N -2.701 18.830 6.893 0.67 -3.69 0.29
O -2.050 19.482 7.885 -0.23 2.08 0.97
C -0.957 17.358 7.848 -1.03 -0.66 -0.31
C -4.041 19.333 6.275 1.70 0.90 0.93
C 0.940 13.063 6.224 0.23 -1.69 0.56
H -0.607 12.782 8.647 -0.57 0.82 -0.14
H -0.879 11.619 7.568 -0.53 -1.25 -0.20
H -2.237 12.803 7.581 0.23 -0.15 0.85
H -0.971 13.853 4.455 -0.19 0.72 -0.44
H -2.212 12.851 5.227 0.19 1.37 0.39
H -3.022 14.933 6.815 -0.72 0.02 -0.16
H -3.103 14.992 4.874 -0.85 0.39 1.78
H -3.054 17.141 5.058 0.93 -0.06 -0.22
H -1.249 16.778 5.291 0.25 0.19 -1.01
H 0.031 17.756 7.638 -0.09 0.52 -0.87
H -1.171 17.806 8.819 -0.34 -0.48 -0.10
H -0.784 16.281 7.923 -0.29 -0.01 0.07
H -4.406 20.205 6.883 0.52 -0.95 -0.55
H -3.739 19.641 5.288 -0.33 0.29 -0.41
H -4.771 18.547 6.261 -0.15 -0.46 0.12
H 1.482 12.401 6.947 -0.28 1.24 -0.24
H 1.544 13.721 5.614 -0.09 0.81 0.25
H 0.770 12.361 5.410 -0.09 -1.03 -0.95
H -2.236 20.446 8.023 -0.54 -0.89 -0.89
C 3.369 5.324 13.789 -0.65 -1.65 -0.69
C 3.829 6.262 14.719 1.72 2.81 0.65
C 4.278 7.635 14.061 1.27 -2.45 1.65
C 4.941 8.667 15.002 0.47 0.18 -0.47
C 6.217 9.116 14.162 1.30 1.34 1.43
C 7.460 9.968 14.680 -1.16 -2.54 0.95
N 2.211 10.752 13.754 2.98 2.50 -1.12
O 3.050 11.473 13.426 -2.78 -2.40 1.45
C 7.748 9.955 16.123 -0.68 -0.50 -1.58
C 8.480 10.524 13.790 -1.60 0.30 -0.03
C 4.026 5.881 16.150 1.38 1.38 -0.94
H 3.529 4.332 14.186 0.17 -0.65 -0.14
H 3.626 5.414 12.735 0.29 0.28 0.12
H 2.276 5.340 13.795 -0.61 0.22 0.25
H 5.084 7.348 13.318 -1.19 -0.26 0.51
H 3.433 7.942 13.472 -0.45 0.45 -0.24
H 5.093 8.263 16.034 0.44 0.29 -1.05
H 4.259 9.484 15.124 -0.21 0.72 0.21
H 5.905 9.533 13.200 0.12 -0.34 0.04
H 6.770 8.178 14.026 0.28 -0.02 -0.53
H 8.378 9.076 16.325 0.24 -0.14 -0.20
H 8.361 10.807 16.298 0.26 0.69 1.02
H 6.842 9.785 16.676 -0.15 0.49 0.66
H 9.269 9.779 13.590 -0.03 0.12 0.24
H 7.980 10.751 12.851 0.48 0.26 -0.33
H 8.866 11.407 14.315 0.41 -0.18 -0.53
H 4.042 6.665 16.952 -0.70 -0.63 -0.87
H 5.130 5.628 16.161 -0.46 -0.01 -0.36
H 3.565 4.944 16.359 -0.65 -0.50 0.54
H 5.298 12.169 16.952 -0.24 -0.17 -0.49
```
Forces are in eV/Å.

As for the spin multiplicity: 1. As for the total charge: +5. The LUMO energy is -13.9 eV. Its HOMO-LUMO gap is 3.3259 eV.